1.
Entry from OMol25: 7 unconnected molecules or ions with the total composition C43H34Cl2O28 in a non-equilibrium geometry (ωB97M-V/def2-TZVPD).

As for the SMILES: C/C(Cl)=C(\Cl)OC(=O)OC[C@@H](C)O.O=C1C=C(O)C(=O)C=C1O.O=C1C=C(O)C(=O)C=C1O.O=C1C=C(O)C(=O)C=C1O.O=C1C=C(O)C(=O)C=C1O.O=C1C=C(O)C(=O)C=C1O.O=C1C=C(O)C(=O)C=C1O. For the HOMO energy, the calculation gives -9.3 eV. For the LUMO energy, the calculation gives -1.88 eV.

Structure (ORCA input):
```
! wB97M-V def2-TZVPD RIJCOSX def2/J DEFGRID3
* xyz 0 1
C -2.65051 -6.08471 3.00101
C -3.41106 -5.18832 3.92138
Cl -4.60476 -5.96103 4.89821
C -3.20599 -3.86722 4.02256
Cl -2.00340 -3.16697 3.01607
O -3.93702 -3.15844 4.94226
C -4.14582 -1.82297 4.75610
O -4.48215 -1.30323 3.71816
O -4.04507 -1.12953 5.90323
C -3.01011 -1.61136 6.79660
C -2.84106 -0.67814 7.97245
C -2.04480 0.59194 7.64645
O -4.06211 -0.37297 8.60166
H -1.62094 -6.19678 3.31985
H -2.67968 -5.72677 1.97944
H -3.10793 -7.06369 3.01870
H -2.08296 -1.65279 6.23452
H -3.27709 -2.58683 7.17966
H -2.25791 -1.23223 8.70003
H -2.45918 1.43843 8.18334
H -1.01660 0.46162 7.96966
H -1.99699 0.79103 6.57937
H -4.73287 -0.18987 7.93886
O -0.15589 -3.58721 0.93537
C -0.05765 -3.03009 -0.13882
C 0.57042 -3.67200 -1.28597
C 0.67244 -3.01959 -2.44493
O 1.23510 -3.54470 -3.54233
C 0.15554 -1.62727 -2.61082
O 0.30494 -1.09958 -3.69876
C -0.49176 -0.98469 -1.48370
C -0.60624 -1.62693 -0.30539
O -1.18887 -1.08459 0.76025
H 0.93945 -4.67789 -1.15053
H 1.16285 -2.84678 -4.22497
H -0.86355 0.01416 -1.65322
H -1.13430 -1.74967 1.47548
O 2.72360 1.17097 -8.62335
C 1.86732 1.59260 -7.86632
C 1.13172 2.82247 -8.09583
C 0.21599 3.22650 -7.20575
O -0.49143 4.33811 -7.35604
C -0.07741 2.43937 -5.95782
O -0.90964 2.87963 -5.18827
C 0.64395 1.19577 -5.73978
C 1.55609 0.79394 -6.63336
O 2.25062 -0.33361 -6.49672
H 1.35336 3.38026 -8.99443
H -1.07298 4.39147 -6.57335
H 0.41641 0.62442 -4.84802
H 2.83668 -0.38067 -7.27513
O -2.36172 2.85304 -1.36674
C -2.59820 3.27807 -0.25178
C -3.16988 4.58822 0.00931
C -3.38135 4.98079 1.27227
O -3.90095 6.16170 1.58095
C -3.04008 4.10119 2.44371
O -3.24346 4.53473 3.56167
C -2.49231 2.78732 2.18308
C -2.28300 2.39263 0.92142
O -1.78542 1.20263 0.62099
H -3.40880 5.21164 -0.84043
H -3.94396 6.18996 2.55593
H -2.26767 2.15833 3.03283
H -1.74086 1.18698 -0.35122
O 7.38684 -6.81467 -1.29392
C 6.43674 -6.49632 -1.98427
C 5.42990 -5.53369 -1.57314
C 4.40135 -5.24616 -2.38398
O 3.46220 -4.37053 -2.04486
C 4.25284 -5.90453 -3.73219
O 3.29091 -5.61744 -4.41545
C 5.27571 -6.85155 -4.15075
C 6.30213 -7.13240 -3.33839
O 7.26550 -7.98485 -3.66440
H 5.54775 -5.07090 -0.60360
H 2.80753 -4.31550 -2.77842
H 5.16846 -7.30508 -5.12572
H 7.87559 -8.00382 -2.90261
O 8.64103 1.64963 -11.60603
C 7.88641 2.06669 -10.74745
C 8.25202 3.09537 -9.78729
C 7.36734 3.48835 -8.86188
O 7.63804 4.42269 -7.95934
C 5.98906 2.89159 -8.77793
O 5.24871 3.28918 -7.89671
C 5.61564 1.88018 -9.75137
C 6.50000 1.48984 -10.67891
O 6.22099 0.57230 -11.59699
H 9.24533 3.51555 -9.85546
H 6.83130 4.51045 -7.41656
H 4.61772 1.47238 -9.69091
H 7.02934 0.47832 -12.13556
O -6.88727 5.82506 12.09817
C -6.21691 5.15385 11.33606
C -6.16978 5.36898 9.90168
C -5.41707 4.57397 9.12708
O -5.34051 4.73166 7.81629
C -4.60703 3.44392 9.70493
O -3.95406 2.73816 8.95680
C -4.63845 3.24473 11.14407
C -5.38847 4.04239 11.91528
O -5.45634 3.91099 13.23324
H -6.75664 6.18156 9.49798
H -4.73876 4.03984 7.48216
H -4.04153 2.44082 11.55055
H -6.06666 4.60822 13.54079
*
```

These are the Löwdin partial charges, in e, on atoms 1 to 99: -0.131, -0.711, 0.726, -0.680, 0.890, 0.004, -0.555, 0.156, 0.054, -0.104, -0.403, -0.023, -0.013, 0.086, 0.074, 0.061, 0.138, 0.135, 0.142, 0.048, 0.077, 0.076, 0.092, 0.053, -0.289, 0.080, -0.221, 0.090, -0.287, 0.101, 0.092, -0.195, 0.080, 0.138, 0.133, 0.123, 0.032, 0.085, -0.302, 0.078, -0.236, 0.117, -0.306, 0.114, 0.079, -0.226, 0.111, 0.137, 0.120, 0.100, 0.118, 0.113, -0.307, 0.076, -0.238, 0.116, -0.318, 0.104, 0.080, -0.218, 0.094, 0.136, 0.120, 0.135, 0.088, 0.107, -0.318, 0.074, -0.225, 0.097, -0.311, 0.116, 0.074, -0.242, 0.115, 0.135, 0.079, 0.135, 0.120, 0.106, -0.317, 0.073, -0.239, 0.115, -0.307, 0.106, 0.077, -0.234, 0.117, 0.135, 0.119, 0.106, 0.119, 0.108, -0.317, 0.074, -0.236, 0.123, -0.295


2.
Entry from OMol25: a molecular structure, C43H34N6P2Zn (ωB97M-V/def2-TZVPD).

For the HOMO energy, the calculation gives -13.1 eV. For the LUMO energy, the calculation gives -6.60 eV. Its relative energy (zero: lowest compared OMol25 entry of this formula, charge and spin) is 0.0 kJ/mol.

Structure (ORCA input):
```
! wB97M-V def2-TZVPD RIJCOSX def2/J DEFGRID3
* xyz 2 1
Zn 0.57477 -1.37877 0.15479
C 4.05966 0.69526 1.89060
C 3.23972 0.02407 0.98893
N 2.04222 -0.41477 1.35820
C 1.62560 -0.16543 2.60979
C 2.45748 0.51643 3.48538
N 3.66624 0.92951 3.13149
C 0.29363 -0.71400 2.97250
C -0.28186 -0.64971 4.22611
C -1.49247 -1.30881 4.45496
C -2.05875 -2.04427 3.41101
C -1.43201 -2.05433 2.17955
N -0.31049 -1.36520 1.97763
C -1.87244 -2.84219 0.99942
C -3.12085 -3.43260 0.87504
N -3.46067 -4.13610 -0.19847
C -2.55930 -4.26066 -1.15894
C -1.30718 -3.66134 -1.06229
N -0.96914 -2.96011 0.01225
C -2.14299 -1.25978 5.77949
C -2.77980 -2.37930 6.30277
C -3.37156 -2.28289 7.55457
N -3.37318 -1.16763 8.27524
C -2.76901 -0.09842 7.76995
C -2.13466 -0.09370 6.53601
H 5.04342 1.03605 1.59747
H 3.55763 -0.16773 -0.02957
H 2.15199 0.73279 4.50101
H 0.20651 -0.13337 5.03975
H -2.97249 -2.59669 3.57542
H -3.87396 -3.33028 1.64605
H -2.83045 -4.83958 -2.03212
H -0.57844 -3.74783 -1.85997
H -2.79310 -3.32574 5.77805
H -3.86192 -3.14277 7.99374
H -2.79314 0.79862 8.37622
H -1.67928 0.81783 6.17086
C 1.29155 0.98494 -2.25519
P 0.71465 -0.72643 -2.08430
C 1.77700 -1.81736 -3.04284
C 2.24836 -1.45357 -4.30547
C 3.06513 -2.31881 -5.01521
C 3.42198 -3.54623 -4.47141
C 2.97062 -3.90964 -3.21066
C 2.15339 -3.04501 -2.49809
C -0.95527 -0.75200 -2.78771
C -2.04279 -0.43681 -1.96889
C -3.32568 -0.40874 -2.49254
C -3.53280 -0.70607 -3.83382
C -2.45688 -1.02931 -4.64910
C -1.17001 -1.05384 -4.13049
P 0.31471 2.00112 -1.00063
C 1.65556 2.82889 -0.07484
C 1.44734 3.06638 1.28296
C 2.38802 3.76195 2.03079
C 3.55369 4.21419 1.43103
C 3.77065 3.98534 0.07752
C 2.82328 3.30717 -0.67338
C -0.34290 3.31197 -2.08089
C -1.23826 2.92580 -3.08111
C -1.81083 3.87543 -3.91003
C -1.51163 5.22120 -3.73393
C -0.64116 5.60956 -2.72786
C -0.05615 4.65987 -1.90039
H 1.08270 1.31894 -3.27351
H 2.36602 1.05349 -2.08871
H 1.99110 -0.49196 -4.73387
H 3.42726 -2.03347 -5.99323
H 4.06083 -4.21652 -5.02980
H 3.25919 -4.85883 -2.78035
H 1.81089 -3.34097 -1.50878
H -1.88713 -0.17775 -0.92675
H -4.16149 -0.14960 -1.85651
H -4.53369 -0.68820 -4.24315
H -2.61648 -1.26331 -5.69276
H -0.34466 -1.32228 -4.77671
H 0.52736 2.72754 1.74887
H 2.21150 3.95573 3.08074
H 4.28686 4.75704 2.01262
H 4.66856 4.35879 -0.39666
H 2.98339 3.17656 -1.73702
H -1.49535 1.87861 -3.21356
H -2.49776 3.56881 -4.68736
H -1.96173 5.96446 -4.37752
H -0.41133 6.65645 -2.58322
H 0.62264 4.97992 -1.11926
*
```

Charges in e, computed with Löwdin, in the same order as the atoms: 0.698, -0.069, -0.070, 0.050, -0.174, -0.038, 0.141, -0.166, 0.084, -0.098, 0.085, -0.167, 0.063, -0.175, -0.031, 0.134, -0.061, -0.078, 0.056, -0.182, -0.004, -0.107, 0.090, -0.109, -0.006, 0.130, 0.122, 0.129, 0.128, 0.127, 0.129, 0.128, 0.110, 0.117, 0.119, 0.118, 0.117, -0.465, 0.930, -0.381, -0.087, -0.044, -0.041, -0.054, -0.119, -0.394, -0.153, -0.059, -0.046, -0.047, -0.066, 1.029, -0.429, -0.127, -0.082, -0.062, -0.061, -0.102, -0.381, -0.106, -0.065, -0.062, -0.060, -0.079, 0.067, 0.048, 0.113, 0.120, 0.121, 0.118, 0.079, 0.074, 0.118, 0.119, 0.119, 0.102, 0.099, 0.114, 0.117, 0.115, 0.112, 0.081, 0.111, 0.114, 0.114, 0.103


3.
Entry from OMol25: a molecular structure, C43H34N7O5Sc (ωB97M-V/def2-TZVPD).

For the HOMO energy, the calculation gives -7.5 eV. For the LUMO energy, the calculation gives -0.91 eV. Its relative energy (zero: lowest compared OMol25 entry of this formula, charge and spin) is 0.0 kJ/mol.

Structure (ORCA input):
```
! wB97M-V def2-TZVPD RIJCOSX def2/J DEFGRID3
* xyz 0 1
Sc 0.79619 -1.46919 0.72192
C 3.38632 -2.32962 2.48720
O 2.45801 -1.26059 2.30302
C 2.43474 -0.21369 3.18987
C 3.42535 -0.00874 4.13727
C 3.33172 1.09664 4.97530
C 2.26585 1.97530 4.86192
C 1.27981 1.75329 3.91216
C 1.35609 0.65754 3.07074
N 0.37595 0.34262 2.06185
N -0.57238 1.17737 2.03266
C -1.63893 1.05593 1.18822
C -1.90432 -0.04300 0.35284
O -1.08045 -1.00952 0.16266
C -3.15995 -0.08552 -0.34707
C -4.01701 0.95391 -0.29336
C -3.73021 2.13790 0.46250
C -4.59949 3.24324 0.43257
C -4.29925 4.39029 1.11968
C -3.10818 4.44689 1.86332
C -2.25187 3.37662 1.91172
C -2.54479 2.18804 1.21301
H 3.26262 -2.75420 3.48501
H 4.40416 -1.96758 2.33269
H 3.13954 -3.06932 1.73044
H 4.25269 -0.69385 4.22432
H 4.10172 1.26275 5.71521
H 2.19490 2.83194 5.51642
H 0.43333 2.41802 3.82079
H -3.35787 -0.96920 -0.93711
H -4.94630 0.91357 -0.84933
H -5.50967 3.17088 -0.14953
H -4.96964 5.23676 1.09277
H -2.85707 5.35082 2.40267
H -1.33299 3.44402 2.47522
C -0.60462 -2.55404 4.57771
O -1.74164 -3.26982 4.12255
C -1.82154 -3.81916 2.87875
C -2.92707 -4.62943 2.66790
C -3.16001 -5.25333 1.44845
C -2.26855 -5.06271 0.41405
C -1.15512 -4.23424 0.59095
C -0.26884 -4.07639 -0.55993
N 0.66025 -3.20265 -0.60594
N 1.45714 -3.13656 -1.75298
C 2.33713 -2.20033 -1.56211
O 2.45893 -1.50547 -0.46122
C 3.27564 -1.87528 -2.66937
C 3.08925 -2.39167 -3.94804
C 3.97344 -2.06437 -4.96165
C 5.05218 -1.22547 -4.70832
C 5.23952 -0.70917 -3.43530
C 4.35085 -1.03072 -2.41910
C -0.90719 -3.60292 1.82998
O 0.16647 -2.83399 2.00046
H -0.81168 -2.36671 5.62962
H -0.48484 -1.60897 4.04738
H 0.30877 -3.13799 4.47343
H -3.60801 -4.75899 3.49800
H -4.02826 -5.88396 1.32220
H -2.42185 -5.53681 -0.54616
H -0.42515 -4.72200 -1.42615
H 2.24769 -3.04172 -4.13735
H 3.82092 -2.46375 -5.95611
H 5.74040 -0.97503 -5.50428
H 6.07662 -0.05380 -3.23381
H 4.47401 -0.62672 -1.42508
C 1.88214 3.03182 -0.21083
C 1.92094 1.65742 -0.35618
N 0.92798 0.95576 -0.90985
C -0.11528 1.62180 -1.37708
C -0.25705 3.00486 -1.28945
C 0.75805 3.71110 -0.66499
C -1.49928 3.67122 -1.72829
C -2.21931 3.47981 -2.83132
C -1.92620 2.62543 -3.99744
C -2.90715 2.41164 -4.95776
C -2.57477 1.61376 -6.03407
N -1.37101 1.06465 -6.17502
C -0.50606 1.33968 -5.20282
N -0.71236 2.08612 -4.12757
H 2.70503 3.54889 0.25965
H 2.76510 1.07952 0.00444
H -0.90338 1.02785 -1.82245
H 0.67531 4.78383 -0.54231
H -1.90033 4.38929 -1.01900
H -3.14754 4.03624 -2.90620
H -3.89070 2.84934 -4.86750
H -3.29945 1.40713 -6.81312
H 0.48182 0.90677 -5.29899
*
```

Charges in e, computed with Löwdin, in the same order as the atoms: 1.005, -0.026, -0.189, -0.210, -0.004, -0.073, -0.078, -0.008, -0.167, 0.021, 0.121, -0.147, -0.319, -0.091, 0.018, -0.003, -0.180, -0.043, -0.089, -0.082, -0.029, -0.106, 0.111, 0.107, 0.098, 0.109, 0.106, 0.104, 0.101, 0.125, 0.118, 0.112, 0.099, 0.102, 0.095, -0.063, -0.068, -0.203, -0.004, -0.092, -0.058, -0.139, -0.043, -0.063, 0.104, -0.430, -0.163, -0.144, -0.030, -0.084, -0.094, -0.082, -0.026, -0.245, -0.172, 0.093, 0.078, 0.093, 0.118, 0.098, 0.106, 0.134, 0.106, 0.100, 0.099, 0.100, 0.106, -0.043, -0.139, 0.085, -0.102, -0.194, -0.008, -0.027, -0.027, -0.270, -0.012, -0.131, 0.080, -0.186, 0.140, 0.105, 0.105, 0.121, 0.120, 0.110, 0.108, 0.109, 0.107, 0.112


- Which of these has the lowest LUMO?
  C43H34N6P2Zn